Entry 1:
DFT (ωB97M-V/def2-TZVPD) results for a cluster of 2 separate species, C3H4N2 in total.

XYZ file:
```
9
Properties=species:S:1:pos:R:3:forces:R:3
C 0.575043 1.241561 0.332851 -1.18 2.23 -0.71
C -1.840219 -0.485056 0.706985 -0.61 0.12 -0.60
C 1.127922 0.201407 0.110764 0.60 -0.20 -0.89
N 1.874108 -0.904459 -0.150289 0.03 0.90 2.80
N -2.464628 -0.000324 -0.160075 -1.63 1.34 -1.26
H 0.012363 2.222056 0.258195 1.15 -2.03 0.57
H 1.813487 -1.406815 -0.991973 -0.43 -0.47 -0.87
H 2.008900 -1.422958 0.720756 0.12 -0.25 -0.94
H -3.106972 0.554586 -0.827211 1.95 -1.66 1.90
```
Positions in Å, forces in eV/Å.

Energy relative to the best compared isomer or geometry (same formula, charge and spin)   379.08 kJ/mol
Calculated total energy   -6151.9719 eV
LUMO energy   1.08 eV
Frontier orbital gap   0.34973 Eh
HOMO level   -8.440 eV


Entry 2:
DFT (ωB97M-V/def2-TZVPD) results for a structure of composition C19H29AsN6OSW.

XYZ file:
```
58
Properties=species:S:1:pos:R:3:forces:R:3
W 0.045504 -0.053945 0.324975 1.32 -0.88 0.21
C -2.938867 -3.315284 0.310899 -0.16 -0.09 0.01
C -2.142672 -2.088060 0.064333 0.12 0.11 0.44
N -1.441319 -1.460532 0.971109 -0.53 -0.42 -0.33
N -1.494623 -1.925881 2.263836 0.06 -0.09 0.27
C -0.900380 -1.221500 3.233609 0.09 0.08 -0.30
N -0.995852 -1.554169 4.490383 -0.08 -0.04 0.10
S -0.015545 0.197208 2.762009 0.12 0.28 -0.61
C -2.133534 -1.414500 -1.226741 -0.11 0.11 -0.50
C -2.990984 -1.768729 -2.256321 0.12 -0.14 0.35
C -3.033123 -1.007074 -3.417297 0.15 0.27 -0.15
C -2.203171 0.102083 -3.510199 -0.23 -0.25 -0.07
C -1.366132 0.400521 -2.453603 0.23 0.13 0.10
N -1.302921 -0.329852 -1.323726 -0.05 -0.12 0.02
H -2.518003 -3.948745 1.091682 0.03 -0.02 -0.05
H -2.997311 -3.927519 -0.587290 0.03 0.01 0.00
H -3.968971 -3.059800 0.589264 0.02 0.03 0.01
H -2.130899 -2.683690 2.476742 -0.05 -0.06 0.00
H -1.548311 -2.337457 4.825147 0.00 -0.02 -0.04
H -0.544623 -1.000600 5.209650 0.04 0.03 0.00
H -3.642034 -2.625483 -2.149477 0.00 0.02 -0.01
H -3.704939 -1.266711 -4.226442 0.00 -0.02 0.01
H -2.203940 0.730251 -4.391400 0.03 0.02 0.02
H -0.722626 1.263746 -2.514464 0.00 -0.03 0.01
C 2.484750 -3.710096 -0.630931 -0.02 -0.25 -0.15
C 2.313775 -2.371898 -0.017141 0.48 0.10 -0.04
O 1.170091 -1.790665 -0.012029 -0.62 0.37 0.21
N 3.351288 -1.774209 0.529040 -0.22 -0.03 0.01
C 3.275292 -0.446965 1.132490 -0.05 0.16 -0.23
C 3.150970 0.616722 0.063486 0.01 -0.20 0.07
C 4.292550 1.234982 -0.408383 -0.03 0.06 0.01
C 4.216009 2.144631 -1.455319 -0.09 -0.01 0.03
C 2.968345 2.397208 -2.008887 0.06 0.01 -0.02
C 1.867449 1.760734 -1.484818 -0.02 0.05 0.00
N 1.916546 0.880072 -0.455804 -0.16 0.14 0.08
H 1.543358 -4.081430 -1.023783 -0.01 0.03 0.02
H 2.879011 -4.424124 0.096091 -0.04 0.05 0.06
H 3.215076 -3.668713 -1.443409 -0.03 0.08 -0.01
H 4.246624 -2.248226 0.520702 -0.01 -0.09 -0.01
H 4.173273 -0.284565 1.722906 0.01 -0.01 0.00
H 2.431154 -0.422170 1.816514 -0.03 -0.02 0.17
H 5.247320 1.008986 0.049449 -0.01 -0.01 0.00
H 5.102951 2.641061 -1.828951 0.01 -0.01 0.00
H 2.847024 3.086159 -2.833971 -0.01 -0.01 -0.01
H 0.897715 1.965776 -1.908658 -0.01 0.00 0.09
C -1.119529 3.621129 -0.962943 0.13 -0.31 -0.18
As -0.922736 2.338038 0.503459 -0.77 1.65 0.46
C -2.730551 2.396434 1.232463 0.06 -0.26 -0.03
C 0.068567 3.446760 1.766138 0.19 -0.21 -0.01
H -1.524587 4.520039 -0.499658 -0.01 -0.02 0.08
H -1.825537 3.284519 -1.720377 0.00 -0.06 0.04
H -0.166813 3.876273 -1.423543 0.00 -0.02 0.05
H -2.995719 3.439469 1.399977 0.09 0.05 -0.03
H -2.784719 1.866426 2.181928 0.04 -0.01 -0.01
H -3.443874 1.966895 0.530012 0.04 -0.02 -0.02
H -0.355730 4.449365 1.744709 -0.10 -0.02 -0.08
H 1.121345 3.514070 1.491484 -0.02 -0.03 -0.04
H -0.015408 3.063034 2.781077 -0.03 -0.04 -0.02
```
Positions in Å, forces in eV/Å.

Charge   +4
Energy relative to the best compared isomer or geometry (same formula, charge and spin)   0.00 kJ/mol
Calculated total energy   -104623.3552 eV
LUMO energy (spin up / spin down)   -13.94 / -13.89 eV
2S+1   3
Frontier orbital gap (spin up / spin down)   0.25443 / 0.28315 Eh
HOMO level (spin up / spin down)   -20.863 / -21.590 eV